(1)
Here is a structure of composition C2H6ORb from the Open Molecules 2025 dataset. Energies are from ωB97M-V/def2-TZVPD.

The geometry in XYZ format:
```
10
C2H6ORb | the Open Molecules 2025 dataset | ωB97M-V/def2-TZVPD
Rb -2.44 -0.71 0.58
C 0.81 -0.25 0.75
C 0.27 0.20 -0.59
O -1.14 0.20 -0.52
H 1.89 -0.24 0.72
H 0.49 -1.21 1.16
H 0.41 0.46 1.48
H 0.56 -0.38 -1.46
H 0.54 1.22 -0.83
H -1.40 0.71 -1.29
```

* LUMO level: -3.75 eV
* frontier orbital gap: 11.762 eV
* HOMO: -15.5 eV
* F_max: 12.69 eV Å⁻¹
* ΔE to the lowest compared entry with this formula, charge and spin: 302.37 kJ/mol
* net charge: +1


(2)
Here is a cluster of 2 separate species, C4H12N3 in total from the Open Molecules 2025 dataset. Energies are from ωB97M-V/def2-TZVPD.

The geometry in XYZ format:
```
19
C4H12N3 | the Open Molecules 2025 dataset | ωB97M-V/def2-TZVPD
C -0.90 -1.35 -1.41
C 0.47 -1.40 -1.79
C 1.25 1.87 1.99
C 0.77 1.21 0.70
N -1.88 -1.95 -0.73
N -2.08 -0.78 -1.66
N -0.33 0.27 0.89
H 0.97 -0.46 -1.54
H 0.53 -1.48 -2.88
H 0.99 -2.24 -1.32
H 0.42 2.37 2.48
H 1.66 1.13 2.67
H 2.02 2.60 1.77
H 1.61 0.65 0.25
H 0.44 1.97 -0.01
H -2.31 -2.83 -0.98
H -2.41 0.09 -1.25
H -1.15 0.76 1.23
H -0.07 -0.42 1.59
```

* LUMO level: -5.22 eV
* frontier orbital gap: 8.215 eV
* HOMO: -13.4 eV
* F_max: 1.99 eV Å⁻¹
* ΔE to the lowest compared entry with this formula, charge and spin: 471.97 kJ/mol
* net charge: +1


(3)
Here is a cluster of 14 separate species, C33H80N8O11 in total from the Open Molecules 2025 dataset. Energies are from ωB97M-V/def2-TZVPD.

The geometry in XYZ format:
```
132
C33H80N8O11 | the Open Molecules 2025 dataset | ωB97M-V/def2-TZVPD
C -2.89 -3.41 2.42
O -1.95 -3.87 2.96
N -2.94 -2.13 1.88
C -4.15 -1.47 1.44
C -1.74 -1.34 2.21
H -3.84 -3.96 2.16
H -4.91 -2.24 1.39
H -4.01 -1.02 0.42
H -4.42 -0.64 2.12
H -1.74 -0.37 1.70
H -1.55 -1.13 3.25
H -0.98 -1.96 1.78
C 0.44 -0.11 5.85
O 0.03 -0.27 6.95
N 1.14 -1.05 5.14
C 1.88 -0.73 3.91
C 1.54 -2.24 5.89
H 0.21 0.82 5.27
H 2.88 -0.28 4.15
H 1.33 -0.03 3.22
H 2.05 -1.60 3.34
H 1.63 -3.02 5.13
H 2.41 -1.99 6.52
H 0.66 -2.44 6.50
C -3.30 3.48 2.28
O -2.13 3.84 2.49
N -4.00 2.64 3.05
C -5.33 2.20 2.57
C -3.42 2.09 4.25
H -3.89 3.86 1.40
H -5.44 1.12 2.81
H -5.40 2.42 1.53
H -6.14 2.74 3.09
H -2.81 1.25 3.98
H -2.79 2.88 4.65
H -4.14 1.70 4.94
C -1.92 1.01 -0.38
O -2.71 1.82 0.03
N -0.58 1.06 -0.15
C 0.28 -0.01 -0.59
C 0.03 2.20 0.51
H -2.16 0.14 -1.01
H -0.23 -0.67 -1.28
H 0.70 -0.56 0.28
H 1.20 0.38 -1.04
H 0.86 2.57 -0.07
H -0.72 2.97 0.72
H 0.38 2.04 1.51
C 2.08 0.33 -4.63
O 1.55 -0.73 -4.97
N 1.47 1.36 -4.04
C 2.21 2.51 -3.55
C 0.00 1.40 -3.78
H 3.17 0.46 -4.73
H 3.27 2.31 -3.74
H 2.19 2.83 -2.51
H 1.95 3.34 -4.25
H -0.53 1.34 -4.74
H -0.25 0.51 -3.22
H -0.26 2.30 -3.25
C 4.30 -2.57 -3.18
C 4.62 -4.04 -2.76
C 4.87 -4.19 -1.24
C 3.86 -3.90 -0.23
N 3.17 -3.70 0.66
H 3.90 -2.51 -4.17
H 5.21 -1.98 -3.11
H 3.62 -2.15 -2.40
H 5.48 -4.49 -3.23
H 3.78 -4.64 -3.05
H 5.76 -3.57 -0.91
H 5.07 -5.26 -1.02
C 4.14 1.59 1.62
C 3.41 0.84 0.49
C 4.16 0.79 -0.83
C 4.49 2.18 -1.23
N 4.71 3.30 -1.33
H 5.13 1.24 1.98
H 3.51 1.61 2.53
H 4.21 2.63 1.27
H 2.40 1.22 0.32
H 3.31 -0.19 0.76
H 3.65 0.30 -1.70
H 5.10 0.26 -0.73
C 1.21 -7.03 -1.31
C 0.42 -6.93 0.00
C 0.61 -5.57 0.72
C 0.41 -4.35 -0.09
N 0.34 -3.48 -0.84
H 0.97 -7.99 -1.80
H 2.31 -7.08 -1.22
H 1.02 -6.24 -2.06
H 0.61 -7.72 0.69
H -0.61 -7.10 -0.28
H 1.51 -5.51 1.30
H -0.18 -5.53 1.50
C -4.69 -0.27 -3.64
O -3.32 -0.07 -3.27
H -4.77 -1.25 -4.15
H -5.27 -0.35 -2.75
H -5.08 0.53 -4.27
H -2.74 -0.64 -3.79
C -5.25 2.56 -1.62
O -5.31 1.35 -0.93
H -5.06 3.44 -0.92
H -4.46 2.58 -2.32
H -6.22 2.69 -2.07
H -4.42 1.28 -0.57
C 2.51 5.90 -1.10
O 1.40 5.18 -0.55
H 3.44 5.50 -0.81
H 2.35 5.97 -2.17
H 2.38 6.94 -0.76
H 1.76 4.56 0.09
C 0.75 3.27 4.47
O 0.04 2.41 3.57
H 1.70 2.76 4.66
H 1.03 4.27 4.06
H 0.20 3.43 5.41
H -0.66 2.97 3.09
C -1.96 4.64 -2.06
O -0.63 4.77 -2.56
H -2.12 5.15 -1.11
H -2.62 5.07 -2.80
H -2.13 3.57 -1.90
H 0.03 4.86 -1.87
C -1.05 -3.04 -4.30
O -1.21 -1.62 -4.54
H -0.10 -3.19 -3.79
H -1.89 -3.38 -3.72
H -1.04 -3.61 -5.21
H -0.37 -1.16 -4.65
```

* LUMO level: 0.29 eV
* frontier orbital gap: 9.278 eV
* HOMO: -9.0 eV
* F_max: 4.44 eV Å⁻¹
* ΔE to the lowest compared entry with this formula, charge and spin: 0.00 kJ/mol


(4)
Here is a cluster of 8 separate species, C23H60N8O7PS in total from the Open Molecules 2025 dataset. Energies are from ωB97M-V/def2-TZVPD.

The geometry in XYZ format:
```
100
C23H60N8O7PS | the Open Molecules 2025 dataset | ωB97M-V/def2-TZVPD
C -2.64 5.79 3.70
N -2.76 4.49 2.92
C -1.67 4.34 1.88
P -0.13 3.64 2.84
S 1.55 2.88 4.00
H -2.83 6.76 3.06
H -1.55 5.90 4.15
H -3.47 5.80 4.56
H -3.72 4.34 2.53
H -1.41 5.33 1.30
H -2.02 3.56 1.06
H 0.24 4.96 3.27
H 0.69 3.82 1.66
H -0.52 2.28 2.45
H -0.93 3.49 4.04
H 1.57 3.60 5.20
C 2.95 -0.19 3.00
C 3.58 -1.34 2.26
O 4.21 -1.18 1.22
N 3.45 -2.59 2.79
C 2.76 -2.98 4.00
H 3.14 0.74 2.45
H 1.87 -0.34 3.06
H 3.38 -0.10 4.00
H 3.91 -3.31 2.24
H 3.49 -3.47 4.66
H 1.99 -3.70 3.73
H 2.31 -2.13 4.52
C 1.63 2.02 -2.07
C 1.76 1.09 -0.88
O 1.55 1.47 0.27
N 2.13 -0.20 -1.12
C 2.41 -0.83 -2.38
H 1.33 3.01 -1.72
H 2.59 2.10 -2.58
H 0.86 1.64 -2.75
H 2.19 -0.76 -0.27
H 1.72 -1.67 -2.51
H 3.44 -1.21 -2.34
H 2.31 -0.15 -3.22
C -1.08 -5.97 5.22
C 0.42 -5.91 5.29
O 1.12 -5.83 4.28
N 1.00 -5.95 6.52
C 0.36 -6.04 7.81
H -1.40 -5.94 4.17
H -1.44 -6.91 5.65
H -1.52 -5.12 5.74
H 2.01 -5.90 6.49
H 0.65 -5.16 8.40
H 0.73 -6.94 8.31
H -0.73 -6.08 7.73
C -3.94 0.61 -4.00
C -2.44 0.67 -3.93
O -1.74 0.76 -4.94
N -1.85 0.64 -2.70
C -2.49 0.55 -1.41
H -4.25 0.65 -5.05
H -4.29 -0.33 -3.57
H -4.37 1.47 -3.48
H -0.84 0.69 -2.73
H -2.20 1.42 -0.82
H -2.13 -0.35 -0.91
H -3.58 0.50 -1.49
C -2.57 0.83 -7.73
C -3.93 0.35 -8.17
O -4.90 0.39 -7.42
N -4.06 -0.14 -9.43
C -3.04 -0.27 -10.45
H -2.62 1.19 -6.70
H -1.85 0.01 -7.77
H -2.24 1.66 -8.37
H -5.00 -0.44 -9.65
H -3.36 0.31 -11.32
H -2.97 -1.32 -10.73
H -2.07 0.09 -10.12
C -3.97 -1.85 5.78
C -4.04 -3.05 4.88
O -4.52 -4.12 5.25
N -3.54 -2.93 3.61
C -2.94 -1.78 2.99
H -4.40 -2.09 6.75
H -2.93 -1.55 5.93
H -4.54 -1.02 5.34
H -3.62 -3.79 3.07
H -3.52 -1.53 2.11
H -1.92 -2.05 2.69
H -2.90 -0.92 3.66
C 5.53 1.76 -3.05
C 5.09 2.64 -4.18
O 3.90 2.81 -4.44
N 6.04 3.25 -4.94
C 7.48 3.17 -4.80
H 4.66 1.35 -2.54
H 6.14 0.93 -3.43
H 6.11 2.35 -2.33
H 5.66 3.82 -5.69
H 7.86 4.18 -4.64
H 7.89 2.77 -5.73
H 7.78 2.53 -3.97
```

* LUMO level: 2.07 eV
* frontier orbital gap: 5.286 eV
* HOMO: -3.2 eV
* F_max: 2.74 eV Å⁻¹
* net charge: -1


(5)
Here is a structure of composition C6H6O4 from the Open Molecules 2025 dataset. Energies are from ωB97M-V/def2-TZVPD.

The geometry in XYZ format:
```
16
C6H6O4 | the Open Molecules 2025 dataset | ωB97M-V/def2-TZVPD
C 0.63 -1.14 3.25
C -0.10 -0.56 2.47
C -0.73 0.15 1.42
C 1.67 -0.54 0.20
C -0.77 0.02 -2.14
C -0.50 0.89 -0.88
O -1.78 0.70 1.59
O 1.99 -0.72 -1.16
O 2.41 0.38 -0.35
O 0.03 0.15 0.25
H 0.83 -1.65 4.12
H 0.19 -0.60 -2.26
H -1.57 -0.61 -1.85
H -1.04 0.65 -2.93
H -1.46 1.17 -0.58
H 0.20 1.69 -1.15
```

* LUMO level: 0.04 eV
* frontier orbital gap: 9.623 eV
* HOMO: -9.6 eV
* F_max: 4.20 eV Å⁻¹
* ΔE to the lowest compared entry with this formula, charge and spin: 915.12 kJ/mol


(6)
Here is a cluster of 2 separate species, C9H20Si in total from the Open Molecules 2025 dataset. Energies are from ωB97M-V/def2-TZVPD.

The geometry in XYZ format:
```
30
C9H20Si | the Open Molecules 2025 dataset | ωB97M-V/def2-TZVPD
C 1.33 -1.09 1.01
C 1.62 0.40 0.68
C 0.27 -0.26 0.44
C 1.91 1.12 1.91
C 2.37 0.75 -0.63
C -1.24 0.24 2.23
C -2.08 -1.74 -0.36
C -0.19 -0.55 -2.70
C -2.07 1.26 -1.11
Si -0.98 -0.30 -0.94
H 1.94 -1.80 0.52
H 1.12 -1.58 1.96
H 1.43 0.49 2.64
H 1.63 2.11 2.06
H 3.07 1.06 1.96
H 2.47 -0.19 -1.18
H 3.43 1.24 -0.43
H 1.78 1.43 -1.17
H -0.75 0.64 3.03
H -1.64 -0.82 2.22
H -1.83 0.91 1.70
H -1.88 -2.56 -1.08
H -1.88 -2.07 0.68
H -3.21 -1.50 -0.45
H -0.49 0.18 -3.53
H 0.87 -0.62 -2.67
H -0.48 -1.57 -3.08
H -1.38 2.06 -1.42
H -2.63 1.19 -2.04
H -2.51 1.56 -0.27
```

* LUMO level: 0.57 eV
* frontier orbital gap: 8.853 eV
* HOMO: -8.3 eV
* F_max: 5.66 eV Å⁻¹
* ΔE to the lowest compared entry with this formula, charge and spin: 456.58 kJ/mol


(7)
Here is a cluster of 17 separate species, C4H32BO24 in total from the Open Molecules 2025 dataset. Energies are from ωB97M-V/def2-TZVPD.

The geometry in XYZ format:
```
61
C4H32BO24 | the Open Molecules 2025 dataset | ωB97M-V/def2-TZVPD
O -5.52 -16.91 -3.54
C -6.63 -16.50 -3.72
O -6.97 -15.33 -4.20
B -8.44 -15.26 -4.42
O -8.94 -16.53 -3.88
C -7.94 -17.29 -3.49
O -8.04 -18.40 -3.05
O -8.72 -15.11 -5.85
C -9.14 -13.89 -6.08
O -9.23 -13.33 -7.14
C -9.40 -13.22 -4.71
O -9.00 -14.07 -3.78
O -9.82 -12.12 -4.51
O -3.09 -17.40 -4.94
H -3.95 -17.09 -4.62
H -2.92 -16.91 -5.74
O -6.47 -17.41 -0.65
H -7.30 -17.87 -0.83
H -5.80 -18.10 -0.69
O -5.83 -14.53 -6.72
H -4.96 -14.90 -6.88
H -5.90 -14.43 -5.76
O -11.80 -15.23 -3.92
H -11.08 -15.78 -3.58
H -11.84 -14.47 -3.30
O -12.60 -11.23 -4.59
H -12.19 -10.48 -5.01
H -13.21 -10.85 -3.94
O -11.80 -12.73 -2.24
H -10.86 -12.79 -2.04
H -11.83 -12.32 -3.11
O -9.18 -9.97 -2.63
H -8.66 -10.54 -2.03
H -9.31 -10.53 -3.40
O -8.02 -12.26 -1.09
H -7.19 -12.29 -0.61
H -7.85 -12.76 -1.90
O -9.94 -16.37 -1.85
H -9.46 -17.06 -1.38
H -9.30 -15.65 -1.96
O -4.10 -19.61 -2.85
H -4.91 -20.10 -3.03
H -4.28 -18.73 -3.21
O -8.92 -21.06 -4.76
H -9.45 -21.17 -5.56
H -8.37 -20.28 -4.94
O -8.28 -14.62 -9.65
H -7.80 -13.97 -9.12
H -9.11 -14.71 -9.16
O -10.74 -11.13 -8.43
H -10.18 -11.68 -7.87
H -11.12 -10.49 -7.83
O -7.30 -16.93 -8.10
H -7.24 -16.28 -7.39
H -7.59 -16.40 -8.85
O -10.88 -19.82 -2.96
H -10.27 -20.37 -3.49
H -10.36 -19.02 -2.81
O -5.84 -14.61 -0.97
H -5.96 -15.57 -1.00
H -6.22 -14.36 -0.13
```

* LUMO level: 1.92 eV
* frontier orbital gap: 10.307 eV
* HOMO: -8.4 eV
* F_max: 1.97 eV Å⁻¹
* ΔE to the lowest compared entry with this formula, charge and spin: 100.97 kJ/mol
* net charge: -1


(8)
Here is a structure of composition C4H5OTm from the Open Molecules 2025 dataset. Energies are from ωB97M-V/def2-TZVPD.

The geometry in XYZ format:
```
11
C4H5OTm | the Open Molecules 2025 dataset | ωB97M-V/def2-TZVPD
C -2.04 0.53 2.06
C -0.97 1.10 1.46
C -0.48 0.90 0.16
C 0.97 0.97 0.20
O 1.57 0.13 -0.55
Tm 2.05 -1.92 -1.45
H -2.40 0.89 3.03
H -2.60 -0.28 1.58
H -1.05 0.38 -0.62
H 1.40 1.98 0.25
H 0.18 1.20 1.98
```

* LUMO level (alpha / beta): -13.46 / -17.11 eV
* frontier orbital gap (alpha / beta): 8.947 / 4.697 eV
* HOMO (alpha / beta): -22.4 / -21.8 eV
* F_max: 5.95 eV Å⁻¹
* ΔE to the lowest compared entry with this formula, charge and spin: 0.00 kJ/mol
* spin multiplicity: 4
* net charge: +3